# C31H75N6O3

A cluster of 5 separate species, C31H75N6O3 in total at a distorted geometry (the ωB97M-V functional and the def2-TZVPD basis, the Open Molecules 2025 dataset).

Geometry (Å):
N -2.986 -0.640 0.018
C -4.107 -0.644 0.971
C -4.720 -2.059 1.213
C -3.676 -3.120 1.703
C -4.309 -4.243 2.610
C -3.211 -4.990 3.443
N -3.042 -4.447 4.795
O -4.095 -5.053 5.534
C -1.787 -5.029 5.364
C -0.746 -3.949 5.835
O 0.382 -3.961 5.304
O -1.084 -3.150 6.752
H -2.426 -1.487 0.064
H -2.358 0.148 0.153
H -4.908 0.040 0.585
H -3.783 -0.199 1.949
H -5.527 -1.930 1.980
H -5.260 -2.364 0.281
H -3.281 -3.619 0.783
H -2.870 -2.588 2.267
H -4.744 -4.993 1.898
H -5.140 -3.842 3.227
H -2.250 -4.856 2.890
H -3.436 -6.088 3.448
H -4.007 -4.786 6.461
H -2.004 -5.655 6.266
H -1.313 -5.735 4.633
C -0.141 3.458 -3.820
C -1.260 2.428 -3.887
N -2.238 2.556 -2.821
C -3.155 1.423 -2.743
C -4.104 1.189 -3.920
C -2.857 3.864 -2.672
C -3.617 4.436 -3.873
H 0.377 3.416 -2.860
H 0.592 3.259 -4.606
H -0.508 4.475 -3.973
H -0.796 1.439 -3.819
H -1.729 2.485 -4.882
H -3.744 1.504 -1.825
H -2.555 0.518 -2.608
H -4.934 1.897 -3.919
H -4.542 0.190 -3.845
H -3.597 1.248 -4.885
H -2.079 4.580 -2.390
H -3.527 3.846 -1.806
H -3.089 4.284 -4.816
H -3.752 5.513 -3.746
H -4.614 4.003 -3.963
C -0.879 2.581 0.539
C -0.705 3.984 1.099
N -1.950 4.604 1.527
C -1.811 6.023 1.820
C -0.917 6.427 2.996
C -2.746 3.844 2.482
C -2.096 3.471 3.817
H -1.582 2.575 -0.298
H 0.079 2.206 0.174
H -1.232 1.877 1.297
H -0.263 4.598 0.306
H 0.035 3.947 1.913
H -2.806 6.454 1.970
H -1.426 6.513 0.919
H -1.403 6.247 3.954
H -0.706 7.499 2.946
H 0.043 5.909 2.988
H -3.074 2.921 1.994
H -3.676 4.385 2.680
H -1.067 3.126 3.702
H -2.659 2.662 4.288
H -2.103 4.307 4.516
C 5.673 -7.563 3.247
C 4.496 -7.669 2.288
N 3.231 -7.959 2.940
C 2.171 -8.306 2.004
C 1.702 -7.228 1.023
C 2.840 -7.051 4.016
C 2.694 -5.567 3.680
H 5.782 -8.475 3.838
H 6.597 -7.416 2.683
H 5.572 -6.717 3.928
H 4.720 -8.479 1.586
H 4.446 -6.744 1.692
H 1.306 -8.671 2.566
H 2.511 -9.169 1.420
H 1.070 -6.486 1.510
H 1.100 -7.687 0.234
H 2.534 -6.714 0.538
H 3.572 -7.147 4.824
H 1.906 -7.405 4.460
H 3.500 -5.198 3.038
H 2.711 -4.977 4.596
H 1.743 -5.356 3.194
C 4.428 6.471 -5.526
C 3.853 5.127 -5.101
N 4.470 3.988 -5.763
C 3.748 2.740 -5.544
C 3.682 2.193 -4.116
C 5.918 3.895 -5.659
C 6.531 3.824 -4.257
H 4.353 6.608 -6.606
H 3.872 7.278 -5.045
H 5.474 6.581 -5.233
H 2.787 5.138 -5.348
H 3.919 5.048 -4.006
H 4.164 1.968 -6.199
H 2.722 2.883 -5.899
H 4.624 1.734 -3.816
H 2.919 1.413 -4.057
H 3.418 2.959 -3.386
H 6.353 4.757 -6.176
H 6.264 3.035 -6.240
H 6.065 4.521 -3.559
H 7.594 4.074 -4.305
H 6.463 2.820 -3.838

Lowest unoccupied orbital energy: 2.0 eV
Relative energy (zero: lowest compared OMol25 entry of this formula, charge and spin): 72.7 kJ/mol
Multiplicity: 1
Total charge: -1
Highest occupied orbital energy: -4.3 eV
E_tot: -48444.961 eV